C23H58F4N7O5S | the ωB97M-V functional and the def2-TZVPD basis

```
98
C23H58F4N7O5S (the ωB97M-V functional and the def2-TZVPD basis)
C -2.086 3.703 -2.104
C 5.412 -0.409 1.231
N 2.615 2.367 1.432
C 1.356 -4.309 -0.577
C -2.112 3.145 -3.522
H -2.374 3.734 -5.564
H 0.479 3.861 0.458
H -3.083 3.763 -1.665
F -0.329 1.572 -0.347
H -6.128 0.553 1.829
H -2.108 5.101 -4.486
H 3.080 5.624 2.709
H -3.825 6.093 -3.518
H 0.736 -7.154 -0.609
H -7.297 -2.626 4.360
C -2.619 4.135 -4.577
C 0.864 -4.314 0.866
F -0.299 0.027 1.183
C 2.575 3.440 0.428
C -0.045 0.276 -0.128
H 1.435 5.264 -0.006
H 6.951 -0.264 -1.306
C 1.371 -5.496 1.698
C -0.859 -0.626 -1.047
C 6.107 -2.496 0.288
N 4.555 0.725 -0.804
C -2.345 -0.318 -0.875
C -4.164 -1.538 0.198
H -5.457 5.641 -4.044
H 3.900 5.018 -0.255
C 6.974 0.540 -0.570
H 2.205 6.641 1.534
H 5.780 -3.533 0.366
C -5.457 -2.374 3.335
H -0.962 -5.154 0.595
H -3.865 2.126 -3.455
H -5.862 -3.752 1.790
C -5.627 -2.692 1.851
H 4.670 3.444 -0.070
H -0.920 -4.146 1.839
H -6.461 -2.158 1.409
N -4.411 -2.502 1.061
H 1.600 6.460 3.191
C 2.092 5.943 2.368
F -5.736 -1.031 3.555
H -4.412 -2.530 3.603
H 2.456 -5.610 1.597
H -3.702 -3.209 1.177
H -5.933 -3.317 5.199
H -0.622 -1.652 -0.750
H 6.285 -0.514 1.888
C -4.518 5.257 -3.650
H -2.797 1.451 -4.439
H 3.692 0.916 -0.301
N -3.068 -1.584 -0.579
F 1.266 0.114 -0.367
H 5.662 1.627 0.703
H -6.630 -4.160 3.786
H 1.245 -3.406 1.342
H 7.195 1.461 -1.109
N -0.607 -4.243 0.876
H -2.452 0.421 -0.090
H -4.720 4.798 -2.678
H 1.738 1.858 1.398
H -1.081 2.897 -3.790
H 2.297 -7.346 0.234
H -2.672 0.066 -1.837
C -6.384 -3.198 4.220
O 5.035 -1.676 0.715
H 0.341 -0.787 -2.572
H 1.182 -3.332 -1.032
H 0.981 -8.502 0.504
O -4.020 4.315 -4.582
H 4.437 -0.218 -1.165
H 7.797 0.349 0.121
H 0.838 -5.048 -1.188
C 1.213 -7.454 0.327
H -1.493 3.053 -1.467
O -0.492 -0.351 -2.370
H 4.295 4.404 1.356
C 1.405 4.402 0.673
C 5.647 0.673 0.170
H 2.426 -4.511 -0.628
H 6.375 -2.303 -0.754
H -5.137 -0.215 -0.943
H 2.607 2.808 2.347
O 1.278 4.840 2.011
H 4.573 -0.087 1.853
C 3.936 4.121 0.365
N -5.087 -0.528 0.017
N -2.877 1.891 -3.527
H -2.448 -2.343 -0.309
H -1.644 4.700 -2.077
H 1.168 -5.281 2.751
S -5.004 0.784 1.130
H 6.990 -2.360 0.918
O 0.714 -6.716 1.431
H 2.400 2.978 -0.550
```

Net charge: +1
Gap between HOMO and LUMO: 7.584 eV
Molecular weight: 620.8 g mol⁻¹
LUMO: -0.1077 Ha
Multiplicity: 1
E: -2467.9957 hartree